Record 1
{
  "formula": "C4H5NO",
  "method": "ωB97M-V/def2-TZVPD",
  "symbols": ["O", "N", "C", "C", "C", "C", "H", "H", "H", "H", "H"],
  "xyz": [[0.80, -0.16, -0.70], [1.14, -1.13, 0.34], [0.23, -0.97, 1.21], [-0.86, 1.49, -1.15], [-0.31, 0.44, -0.30], [-0.78, -0.08, 0.86], [-1.89, 1.72, -0.91], [-0.27, 2.50, -0.88], [-1.68, 0.09, 1.40], [-0.67, 1.24, -2.25], [0.35, -1.55, 2.16]],
  "largest_force_ev_per_a": 3.33,
  "lumo_ev": 0.94,
  "homo_lumo_gap_ev": 10.38,
  "de_lowest_kcal_mol": 40.31,
  "smiles": "Cc1ccno1",
  "total_energy_ev": -7764.7783,
  "homo_energy_ev": -9.4
}

***

Record 2
{
  "formula": "C4H5NO",
  "method": "ωB97M-V/def2-TZVPD",
  "symbols": ["O", "N", "C", "C", "C", "C", "H", "H", "H", "H", "H"],
  "xyz": [[-0.24, 0.96, 0.69], [2.24, -1.12, 2.10], [-0.44, -0.43, -0.80], [-0.40, 1.09, -0.76], [1.37, -0.60, 1.40], [0.04, -0.35, 0.82], [0.15, -1.14, -1.62], [0.57, 1.54, -1.28], [-1.15, 1.74, -1.22], [-1.45, -0.87, -0.84], [-0.70, -0.82, 1.51]],
  "largest_force_ev_per_a": 8.41,
  "lumo_ev": 0.66,
  "homo_lumo_gap_ev": 11.23,
  "de_lowest_kcal_mol": 81.16,
  "smiles": "N#C[C@@H]1CCO1",
  "total_energy_ev": -7763.0070,
  "homo_energy_ev": -10.6
}

***

Record 3
{
  "formula": "C4H5NO",
  "method": "ωB97M-V/def2-TZVPD",
  "symbols": ["O", "N", "C", "C", "C", "C", "H", "H", "H", "H", "H"],
  "xyz": [[-1.61, 1.50, -0.02], [-0.28, 1.34, -0.35], [1.48, -0.09, -0.35], [-0.81, -1.07, -0.03], [2.54, -0.15, 0.22], [0.06, 0.11, -0.37], [3.37, -0.11, 0.88], [-1.49, -1.31, -0.85], [-1.41, -0.81, 0.85], [-1.67, 2.46, 0.09], [-0.19, -1.94, 0.19]],
  "largest_force_ev_per_a": 0.88,
  "lumo_ev": 0.85,
  "homo_lumo_gap_ev": 10.05,
  "de_lowest_kcal_mol": 89.15,
  "smiles": "C#C/C(C)=N/O",
  "total_energy_ev": -7762.6608,
  "homo_energy_ev": -9.2
}

***

Record 4
{
  "formula": "C4H5NO",
  "method": "ωB97M-V/def2-TZVPD",
  "symbols": ["O", "N", "C", "C", "C", "C", "H", "H", "H", "H", "H"],
  "xyz": [[-0.72, 1.64, -1.28], [0.79, 1.08, 0.44], [-0.48, 0.99, -0.31], [-1.08, -0.35, 0.07], [1.24, -0.25, 0.14], [0.24, -1.05, -0.23], [-1.32, -0.40, 1.14], [2.31, -0.42, 0.03], [-1.95, -0.65, -0.51], [0.31, -1.88, -0.92], [0.66, 1.30, 1.43]],
  "largest_force_ev_per_a": 0.84,
  "lumo_ev": 0.91,
  "homo_lumo_gap_ev": 10.07,
  "de_lowest_kcal_mol": 35.02,
  "smiles": "O=C1CC=CN1",
  "total_energy_ev": -7765.0078,
  "homo_energy_ev": -9.2
}